{
  "formula": "C30H46AsCoN10P2",
  "method": "ωB97M-V with the def2-TZVPD basis set",
  "species": ["Co", "C", "N", "C", "C", "N", "C", "P", "C", "N", "C", "C", "N", "C", "C", "N", "C", "C", "N", "C", "H", "H", "H", "H", "H", "H", "H", "H", "H", "H", "H", "H", "H", "H", "H", "C", "N", "C", "N", "C", "N", "C", "P", "C", "C", "H", "H", "H", "H", "H", "H", "H", "H", "H", "H", "H", "H", "H", "C", "As", "C", "C", "C", "C", "C", "C", "C", "C", "H", "H", "H", "H", "H", "H", "H", "H", "H", "H", "H", "H", "H", "C", "C", "C", "N", "H", "H", "H", "H", "H"],
  "xyz": [[-0.10, -0.17, -0.02], [1.37, 1.39, 5.13], [0.73, 0.60, 4.11], [-0.13, -0.43, 4.31], [-0.53, -0.85, 3.08], [0.07, -0.10, 2.12], [0.84, 0.77, 2.77], [1.99, 1.98, 2.03], [2.73, 0.78, 0.86], [2.07, -0.06, 0.07], [3.01, -0.79, -0.58], [4.26, -0.38, -0.18], [4.07, 0.61, 0.72], [5.10, 1.36, 1.40], [0.78, 2.67, 0.84], [-0.05, 1.98, 0.07], [-0.79, 2.90, -0.61], [-0.40, 4.16, -0.24], [0.59, 4.00, 0.67], [1.32, 5.05, 1.34], [0.99, 1.09, 6.10], [1.16, 2.45, 4.98], [2.45, 1.25, 5.11], [-0.39, -0.78, 5.29], [-1.19, -1.66, 2.82], [2.74, -1.57, -1.26], [5.23, -0.72, -0.46], [6.07, 1.04, 1.03], [5.06, 1.20, 2.47], [4.98, 2.43, 1.20], [-1.56, 2.60, -1.29], [-0.75, 5.12, -0.55], [0.98, 6.01, 0.97], [2.39, 4.95, 1.15], [1.16, 5.01, 2.42], [1.38, -0.52, -5.45], [1.04, 0.90, -5.00], [-0.39, 1.20, -5.46], [-1.28, 0.22, -4.97], [-0.91, -1.11, -5.41], [0.43, -1.44, -4.95], [0.50, -1.65, -3.53], [0.04, -0.11, -2.55], [1.17, 1.04, -3.53], [-1.50, 0.29, -3.54], [2.38, -0.77, -5.10], [1.37, -0.53, -6.55], [1.68, 1.56, -5.47], [-0.40, 1.19, -6.55], [-0.67, 2.19, -5.10], [-0.95, -1.15, -6.50], [-1.62, -1.84, -5.02], [1.51, -1.97, -3.26], [-0.19, -2.45, -3.25], [2.21, 0.83, -3.24], [0.95, 2.08, -3.25], [-1.86, 1.29, -3.27], [-2.27, -0.43, -3.27], [-3.71, -1.59, 1.10], [-2.85, -0.09, 0.18], [-3.34, 1.32, 1.45], [-4.22, 0.22, -1.29], [-5.62, 0.13, -0.83], [-6.25, 1.24, -0.24], [-7.57, 1.16, 0.16], [-8.28, -0.03, 0.00], [-7.66, -1.13, -0.59], [-6.34, -1.06, -0.98], [-4.77, -1.37, 1.23], [-3.26, -1.72, 2.08], [-3.61, -2.52, 0.54], [-4.34, 1.15, 1.84], [-3.30, 2.30, 0.97], [-2.63, 1.31, 2.27], [-4.03, -0.55, -2.05], [-4.00, 1.20, -1.71], [-5.71, 2.16, -0.13], [-8.05, 2.01, 0.62], [-9.30, -0.10, 0.34], [-8.21, -2.05, -0.72], [-5.86, -1.91, -1.43], [0.47, -5.55, -0.40], [-0.45, -4.71, 0.50], [-0.35, -3.32, 0.18], [-0.25, -2.22, -0.14], [0.33, -6.60, -0.16], [1.51, -5.29, -0.23], [0.23, -5.40, -1.45], [-0.18, -4.85, 1.55], [-1.49, -5.03, 0.37]],
  "lowdin_charge": [0.192, -0.009, -0.114, -0.009, -0.108, 0.014, -0.432, 1.214, -0.435, -0.002, -0.124, -0.023, -0.118, -0.010, -0.430, -0.004, -0.139, -0.017, -0.114, -0.009, 0.110, 0.097, 0.101, 0.140, 0.092, 0.091, 0.135, 0.108, 0.101, 0.097, 0.090, 0.137, 0.109, 0.098, 0.101, -0.094, -0.059, -0.095, -0.143, -0.129, -0.146, -0.285, 1.059, -0.222, -0.293, 0.155, 0.160, 0.196, 0.160, 0.155, 0.154, 0.148, 0.093, 0.102, 0.105, 0.106, 0.093, 0.084, -0.276, 1.152, -0.281, -0.317, -0.340, -0.064, -0.059, -0.054, -0.061, -0.066, 0.038, 0.012, 0.027, 0.038, 0.022, 0.014, 0.053, 0.068, 0.107, 0.113, 0.113, 0.113, 0.111, -0.062, -0.189, -0.131, 0.145, 0.093, 0.086, 0.081, 0.141, 0.139],
  "homo_ev": [-14.40, -14.50],
  "orbital_gap_ev": [6.383, 7.355],
  "lumo_energy_ev": [-8.02, -7.14],
  "spin_multiplicity": 2,
  "charge": 3
}


{
  "formula": "C17H38CaN6O3PS",
  "method": "ωB97M-V with the def2-TZVPD basis set",
  "species": ["Ca", "N", "C", "C", "N", "C", "C", "N", "C", "C", "N", "H", "H", "H", "H", "H", "H", "H", "H", "H", "H", "H", "H", "H", "H", "H", "H", "H", "H", "C", "O", "P", "O", "C", "O", "C", "H", "H", "H", "H", "H", "H", "H", "H", "H", "C", "C", "C", "C", "C", "C", "C", "H", "H", "H", "H", "H", "H", "H", "N", "C", "N", "S", "H", "H", "H", "H"],
  "xyz": [[0.42, 0.06, -0.25], [-1.52, -1.11, 0.80], [-1.58, -0.78, 2.24], [-0.20, -0.95, 2.85], [0.80, -0.02, 2.29], [2.15, -0.58, 2.44], [3.21, 0.13, 1.62], [2.93, 0.00, 0.18], [0.69, 1.33, 2.89], [0.08, 2.36, 1.96], [0.85, 2.46, 0.71], [-2.43, -0.99, 0.37], [-1.26, -2.09, 0.69], [-2.28, -1.42, 2.79], [-1.94, 0.24, 2.34], [0.13, -1.96, 2.63], [-0.26, -0.85, 3.94], [2.11, -1.63, 2.11], [2.46, -0.58, 3.50], [4.19, -0.28, 1.90], [3.24, 1.20, 1.87], [3.07, -0.96, -0.11], [3.58, 0.56, -0.35], [1.68, 1.67, 3.20], [0.08, 1.28, 3.80], [0.00, 3.31, 2.49], [-0.93, 2.05, 1.69], [1.71, 2.97, 0.87], [0.33, 3.00, 0.02], [-4.28, 0.94, -2.87], [-3.05, 1.67, -2.78], [-1.92, 1.13, -1.77], [-2.29, 1.81, -0.33], [-2.70, 3.18, -0.22], [-0.73, 2.15, -2.19], [-0.26, 2.11, -3.56], [-4.88, 1.43, -3.63], [-4.82, 0.95, -1.92], [-4.09, -0.09, -3.18], [-1.84, 3.82, 0.00], [-3.41, 3.24, 0.60], [-3.17, 3.53, -1.14], [-0.32, 1.10, -3.97], [0.77, 2.44, -3.56], [-0.88, 2.79, -4.16], [0.79, -1.82, -1.66], [0.90, -1.39, -3.06], [-0.10, -1.63, -4.02], [0.00, -1.15, -5.31], [1.11, -0.43, -5.72], [2.12, -0.19, -4.80], [2.01, -0.64, -3.50], [1.71, -2.33, -1.34], [-0.02, -2.56, -1.54], [-0.98, -2.20, -3.72], [-0.80, -1.36, -6.02], [1.20, -0.08, -6.74], [3.01, 0.37, -5.11], [2.81, -0.43, -2.79], [2.03, -6.04, 2.31], [0.94, -5.70, 1.60], [0.18, -6.71, 1.14], [0.56, -4.10, 1.28], [2.25, -7.00, 2.53], [2.60, -5.31, 2.69], [0.42, -7.67, 1.27], [-0.60, -6.48, 0.55]],
  "lowdin_charge": [1.205, -0.064, -0.227, -0.208, -0.232, -0.191, -0.241, -0.056, -0.172, -0.239, -0.029, 0.074, 0.029, 0.123, 0.104, 0.028, 0.131, 0.089, 0.136, 0.122, 0.098, 0.073, 0.090, 0.118, 0.129, 0.125, 0.081, 0.092, 0.058, -0.104, -0.332, 0.780, -0.389, -0.088, -0.371, -0.081, 0.092, 0.085, 0.084, 0.079, 0.095, 0.088, 0.053, 0.092, 0.094, -0.317, -0.377, -0.085, -0.111, -0.123, -0.113, -0.091, 0.016, 0.009, 0.103, 0.101, 0.097, 0.101, 0.090, 0.090, -0.954, 0.091, 0.642, 0.110, 0.093, 0.110, 0.095],
  "homo_ev": -8.69,
  "orbital_gap_ev": 6.773,
  "lumo_energy_ev": -1.92,
  "charge": 1
}


{
  "formula": "C20H36Cl2N2O4PTi",
  "method": "ωB97M-V with the def2-TZVPD basis set",
  "species": ["O", "C", "C", "C", "H", "C", "H", "C", "H", "C", "H", "C", "H", "H", "C", "C", "H", "H", "H", "C", "C", "H", "H", "H", "H", "Ti", "Cl", "Cl", "H", "H", "C", "C", "N", "H", "C", "O", "H", "H", "H", "H", "H", "H", "C", "C", "N", "H", "C", "O", "H", "H", "H", "H", "C", "P", "C", "C", "O", "H", "H", "H", "H", "H", "H", "H", "H", "H"],
  "xyz": [[0.29, 0.10, -4.18], [-0.34, 0.37, -5.19], [-0.10, 1.54, -6.10], [1.02, 2.36, -5.89], [1.74, 2.09, -5.10], [1.22, 3.51, -6.66], [2.10, 4.14, -6.46], [0.30, 3.84, -7.66], [0.45, 4.75, -8.25], [-0.81, 3.02, -7.90], [-1.52, 3.27, -8.69], [-1.00, 1.87, -7.13], [-1.84, 1.21, -7.30], [-1.20, -0.27, -5.52], [-2.36, 1.80, 0.30], [-1.90, 0.76, 1.27], [-3.19, 2.39, 0.72], [-2.72, 1.34, -0.63], [-1.55, 2.50, 0.04], [-2.65, 0.26, 2.23], [-3.91, 0.88, 2.78], [-2.44, -0.71, 2.69], [-4.28, 1.66, 2.10], [-3.75, 1.34, 3.76], [-4.69, 0.12, 2.88], [0.15, 0.07, 1.19], [0.89, 2.22, 1.16], [-0.26, -0.15, -1.04], [4.03, 0.04, -2.28], [5.59, 0.85, -0.73], [3.16, 0.14, -1.63], [4.80, 1.07, 0.00], [3.67, 0.19, -0.26], [2.49, -0.71, -1.76], [3.06, -0.39, 0.78], [1.91, -0.89, 0.70], [5.16, 0.87, 1.01], [3.60, -0.39, 1.74], [2.62, 1.06, -1.89], [4.52, 2.13, -0.08], [-1.43, -5.14, 2.33], [-0.28, -5.90, 0.13], [-1.88, -4.34, 1.75], [-0.78, -5.04, -0.34], [-1.00, -3.99, 0.64], [-2.08, -3.48, 2.38], [-0.41, -2.81, 0.54], [-0.52, -1.92, 1.44], [-0.15, -4.66, -1.15], [0.16, -2.60, -0.37], [-2.82, -4.72, 1.34], [-1.73, -5.39, -0.75], [1.57, 0.05, 5.70], [0.23, -0.02, 4.53], [-0.74, -1.53, 4.69], [-0.81, 1.44, 4.73], [0.76, -0.05, 3.09], [1.30, -0.52, 6.59], [1.79, 1.09, 5.98], [2.49, -0.39, 5.26], [-1.14, -1.60, 5.71], [-1.58, -1.57, 3.99], [-0.10, -2.38, 4.43], [-0.58, 2.21, 3.98], [-1.87, 1.18, 4.62], [-0.65, 1.84, 5.74]],
  "lowdin_charge": [-0.143, -0.367, -0.257, -0.093, 0.086, -0.148, 0.079, -0.189, 0.062, -0.160, 0.075, -0.114, 0.084, 0.078, -0.192, -0.396, 0.046, 0.069, 0.023, -0.280, -0.124, 0.037, 0.052, 0.045, 0.060, 0.332, 0.021, 0.215, 0.088, 0.085, -0.024, -0.050, -0.164, 0.074, -0.279, -0.205, 0.082, 0.146, 0.105, 0.101, 0.091, 0.089, -0.023, -0.040, -0.170, 0.078, -0.266, -0.155, 0.099, 0.102, 0.092, 0.092, -0.165, 0.652, -0.162, -0.147, -0.496, 0.050, 0.061, 0.067, 0.055, 0.024, 0.066, 0.064, 0.030, 0.050],
  "homo_ev": [0.02, -3.93],
  "orbital_gap_ev": [1.630, 5.565],
  "lumo_energy_ev": [1.65, 1.64],
  "spin_multiplicity": 3,
  "charge": -1
}


{
  "formula": "CH12O5",
  "method": "ωB97M-V with the def2-TZVPD basis set",
  "species": ["C", "O", "H", "H", "H", "H", "H", "H", "O", "H", "H", "O", "H", "H", "O", "H", "H", "O"],
  "xyz": [[-0.13, -1.90, -1.34], [-1.05, -2.94, -0.92], [0.60, -1.67, -0.51], [-0.63, -0.94, -1.50], [0.45, -2.16, -2.28], [-1.13, -3.49, -1.72], [-1.22, 3.98, 1.28], [-1.61, 3.93, -0.15], [-0.98, 3.61, 0.45], [1.71, 0.08, 0.81], [3.03, -0.45, 1.35], [2.06, -0.59, 1.45], [-0.97, -1.59, 1.38], [-0.65, -0.45, 2.30], [-1.37, -0.85, 1.85], [0.22, 2.06, -0.15], [0.88, 1.97, -1.56], [0.79, 1.40, -0.75]],
  "lowdin_charge": [-0.164, -0.140, 0.066, 0.059, 0.094, 0.075, 0.042, 0.018, -0.003, 0.009, 0.060, -0.100, 0.015, 0.004, -0.041, 0.075, 0.061, -0.132],
  "homo_ev": -10.09,
  "orbital_gap_ev": 10.452,
  "lumo_energy_ev": 0.37,
  "smiles": "CO.O.O.O.O"
}


{
  "formula": "C4H6N2",
  "method": "ωB97M-V with the def2-TZVPD basis set",
  "species": ["C", "C", "C", "N", "C", "N", "H", "H", "H", "H", "H", "H"],
  "xyz": [[-1.98, -0.19, 0.09], [-0.44, -0.30, 0.06], [0.35, 0.82, -0.04], [1.65, 0.45, -0.10], [1.81, -0.87, -0.05], [0.30, -1.44, 0.10], [-2.28, 0.58, 0.82], [-2.49, -1.10, 0.40], [-2.38, 0.11, -0.89], [0.11, 1.85, -0.12], [2.38, 1.15, -0.16], [2.96, -1.05, -0.10]],
  "lowdin_charge": [-0.044, -0.405, -0.128, -0.043, -0.067, 0.090, 0.072, 0.067, 0.074, 0.103, 0.151, 0.131],
  "homo_ev": -8.16,
  "orbital_gap_ev": 8.936,
  "lumo_energy_ev": 0.78,
  "smiles": "Cc1c[nH]cn1"
}


{
  "formula": "C4H7NO",
  "method": "ωB97M-V with the def2-TZVPD basis set",
  "species": ["C", "C", "C", "N", "C", "O", "H", "H", "H", "H", "H", "H", "H"],
  "xyz": [[1.73, 0.13, 0.03], [0.46, -0.69, -0.27], [-0.55, -0.52, 0.82], [-1.66, 0.10, 0.78], [-2.07, 0.82, -0.34], [-1.43, 1.68, -0.89], [1.50, 1.20, -0.06], [2.11, -0.06, 1.04], [2.52, -0.12, -0.68], [0.06, -0.39, -1.24], [0.72, -1.75, -0.32], [-0.30, -0.98, 1.78], [-3.10, 0.58, -0.65]],
  "lowdin_charge": [-0.096, -0.228, -0.148, 0.094, -0.348, 0.046, 0.078, 0.074, 0.074, 0.103, 0.110, 0.119, 0.122],
  "homo_ev": -9.84,
  "orbital_gap_ev": 10.468,
  "lumo_energy_ev": 0.63,
  "smiles": "CC/C=N\\C=O"
}


| no. | maximum force (eV/A) |
| --- | --- |
| 1 | 1.6 |
| 2 | 0.8 |
| 3 | 3.8 |
| 4 | 3.6 |
| 5 | 4.9 |
| 6 | 0.4 |